This record from the Open Molecules 2025 dataset describes C20H36IrN6O2S2Se2 as an isolated structure. The level of theory is the ωB97M-V functional and the def2-TZVPD basis.

The net charge is +3. The energy above the lowest of the compared OMol25 structures with the same formula, charge and spin comes out at 52.4 kJ/mol.

Atoms and positions in Å:
Ir  -0.19087  -0.20513  -0.23858
C  -3.11872  -1.59374  -1.96446
Se  -2.66309  -0.16383  -0.73256
C  -3.26900  -0.92391  0.94623
C  -2.52943  -2.19836  1.28726
Se  -0.60248  -1.97635  1.45583
C  -0.49361  -1.25439  3.24721
H  -4.20549  -1.63528  -1.97621
H  -2.69577  -2.54985  -1.67389
H  -2.74862  -1.30927  -2.94636
H  -4.33902  -1.13160  0.90158
H  -3.10869  -0.10858  1.65082
H  -2.60842  -2.94832  0.49982
H  -2.90714  -2.65112  2.20447
H  -0.68590  -2.08834  3.91882
H  -1.21902  -0.45763  3.39226
H  0.51759  -0.89690  3.39876
C  1.66974  2.89323  -4.01826
C  2.31994  2.04664  -2.99247
N  3.58294  1.83192  -2.85382
N  3.70196  0.99063  -1.78010
C  2.53693  0.67115  -1.23713
S  2.14057  -0.31603  0.08521
N  1.63631  1.33741  -2.00084
N  0.25362  1.27742  -1.74810
H  2.44697  3.36388  -4.61566
H  1.06340  3.67821  -3.56275
H  1.03909  2.29859  -4.68177
H  4.62273  0.69852  -1.48344
H  -0.22148  0.97630  -2.59978
H  -0.07278  2.21329  -1.50197
C  1.25231  -3.25698  -3.36406
S  -0.00839  -2.96918  -2.14030
O  0.21223  -1.44181  -1.84301
C  0.54116  -3.97951  -0.81721
C  -0.38914  -4.91846  -0.37817
C  -0.03369  -5.79717  0.63577
C  1.23334  -5.72021  1.19607
C  2.15967  -4.78091  0.74292
C  1.82431  -3.91025  -0.27598
H  2.23459  -3.05968  -2.94002
H  1.04322  -2.60651  -4.21080
H  1.16199  -4.30018  -3.66835
H  -1.36758  -4.97780  -0.84212
H  -0.73574  -6.54675  0.97478
H  1.51455  -6.41024  1.98074
H  3.15024  -4.74911  1.17638
H  2.54422  -3.19016  -0.64053
C  1.22973  1.57893  2.83743
N  0.47598  2.66817  2.24247
C  0.85395  3.99830  2.75659
C  -0.28903  4.96930  2.59882
C  -0.75928  4.91828  1.16704
N  -1.09799  3.53262  0.78984
C  -2.18137  3.42996  -0.17975
C  -0.51805  2.47204  1.37102
O  -0.96823  1.27359  1.08940
H  0.88459  1.37824  3.85278
H  2.27862  1.87098  2.88255
H  1.14335  0.68987  2.23260
H  1.74984  4.34322  2.23390
H  1.11238  3.87060  3.80717
H  0.03514  5.97660  2.85409
H  -1.10683  4.70440  3.27173
H  0.00781  5.29973  0.48733
H  -1.65588  5.51917  1.02559
H  -3.11268  3.80548  0.24655
H  -2.33199  2.40276  -0.48387
H  -1.93961  4.04415  -1.04948

This record from the Open Molecules 2025 dataset describes a 2-piece molecular cluster, C27H23O6S2 overall. The level of theory is the ωB97M-V functional and the def2-TZVPD basis.

The net charge is -1.

Atoms and positions in Å:
C  -7.73897  4.06226  -1.74007
O  -6.36212  4.52657  -1.74077
C  -5.30332  3.68582  -1.72177
C  -3.99473  4.26427  -1.57261
C  -2.97468  3.52850  -1.00381
C  -3.13467  2.09979  -0.64689
O  -2.34340  1.46747  0.10220
C  -4.33323  1.51057  -1.25236
C  -5.38467  2.26676  -1.72852
H  -8.37402  4.96998  -1.74105
H  -7.96240  3.47369  -2.63940
H  -7.98073  3.46620  -0.84936
H  -3.86107  5.32272  -1.81930
H  -2.03168  3.99244  -0.71267
H  -4.35218  0.41684  -1.26248
H  -6.29340  1.79447  -2.12706
C  -0.84865  0.49269  -3.38495
C  -0.06766  -0.61844  -3.71270
C  1.10553  -0.89034  -3.00550
C  1.47230  -0.04577  -1.95395
S  2.80473  -0.43691  -0.81367
C  2.00013  -0.91702  0.72796
C  0.78640  -0.40515  1.11874
C  -0.05026  -1.15230  2.05577
C  -0.07644  -2.57011  1.96076
C  -0.43854  -3.35443  3.05271
C  -0.99246  -2.75444  4.18873
C  -1.27342  -1.37949  4.15532
C  -0.86591  -0.59489  3.06499
S  2.81192  -2.23566  1.70656
C  4.55969  -2.05587  1.35816
C  5.21203  -3.05524  0.64288
C  6.58811  -2.95893  0.43806
C  7.28309  -1.83791  0.89777
C  6.62183  -0.85647  1.64557
C  5.25255  -0.97109  1.89177
O  2.69659  -1.96040  3.11728
O  2.46174  -3.54068  1.19183
O  3.47492  -1.60110  -1.35365
O  3.54506  0.78770  -0.60408
C  0.80962  1.16042  -1.76072
C  -0.38062  1.39571  -2.43436
H  -1.81046  0.66836  -3.87121
H  -0.38317  -1.28042  -4.51382
H  1.72730  -1.74312  -3.25577
H  0.47326  0.56569  0.73214
H  0.15382  -3.03840  0.99972
H  -0.25076  -4.42663  3.02295
H  -1.24656  -3.34988  5.06380
H  -1.79247  -0.90199  4.99157
H  -1.14867  0.46040  2.96306
H  4.63349  -3.88972  0.25371
H  7.09495  -3.77309  -0.08404
H  8.34896  -1.73862  0.69081
H  7.16718  -0.00326  2.04936
H  4.70854  -0.22420  2.46726
H  1.19876  1.89455  -1.06051
H  -0.94118  2.28814  -2.18433

This record from the Open Molecules 2025 dataset describes a 2-piece molecular cluster, C5H12 overall. The level of theory is the ωB97M-V functional and the def2-TZVPD basis.

The net charge is 0. The energy above the lowest of the compared OMol25 structures with the same formula, charge and spin comes out at 126.3 kJ/mol. Its SMILES is C=CC.CC.

Atoms and positions in Å:
C  0.11925  -2.43568  -1.77695
C  -0.59825  -1.97865  -0.76948
C  -2.07064  -1.68916  -0.83581
H  1.16248  -2.71249  -1.68606
H  -0.28601  -2.56667  -2.76879
H  -0.17634  -1.82434  0.21775
H  -2.29631  -0.63304  -0.66330
H  -2.47899  -1.94495  -1.81655
H  -2.57924  -2.21238  -0.03001
C  1.08666  1.98074  0.58451
C  1.21754  2.56871  1.98720
H  0.31692  2.35462  -0.07985
H  0.93115  0.89741  0.60666
H  2.01113  2.03924  0.01736
H  0.61784  1.98186  2.67777
H  2.24672  2.61219  2.31694
H  0.77610  3.56258  2.01860

This record from the Open Molecules 2025 dataset describes a 2-piece molecular cluster, C35H58ClNO5P overall. The level of theory is the ωB97M-V functional and the def2-TZVPD basis.

The net charge is -1.

Atoms and positions in Å:
C  3.02285  -2.76649  -0.44507
C  2.06100  -2.05277  -0.35683
P  0.52183  -0.90467  -0.17955
C  -0.26352  -1.83860  -1.69276
C  -1.02495  -3.12479  -1.53227
C  -2.33934  -3.18759  -1.76530
C  -0.29014  -2.08940  1.15872
C  0.40614  -3.39473  1.52710
C  -0.45686  -4.12986  2.57966
O  -0.19703  -3.68886  3.90927
C  1.23539  0.34167  -1.46130
C  2.47744  -0.02575  -2.27760
C  2.70725  1.11897  -3.33106
C  4.18968  1.43493  -3.54691
C  4.64587  2.58344  -2.63284
C  3.97700  3.91117  -2.94834
C  4.63849  5.07607  -2.19405
C  4.21891  5.00169  -0.70192
C  3.22636  6.11032  -0.37222
C  2.64915  6.08608  1.06580
C  3.41319  5.22969  2.08569
C  -1.12990  0.12065  0.04781
C  -1.27294  1.58221  -0.43943
C  -1.91688  1.71960  -1.78748
O  -1.36570  2.23256  -2.72386
N  -3.26987  1.21645  -1.97330
C  -4.22463  1.61052  -1.02035
C  -4.29954  2.92057  -0.54478
C  -5.23854  3.27402  0.41820
C  -6.13610  2.33065  0.90183
C  -6.09056  1.02324  0.42081
C  -5.13786  0.66944  -0.52567
C  1.46097  -0.07055  1.33701
Cl  3.17098  0.54458  0.97731
C  0.77159  1.03067  2.13436
C  1.63083  1.48225  3.35934
H  3.98859  -3.20353  -0.37775
H  -0.87426  -1.20457  -2.33877
H  0.57773  -2.12142  -2.33464
H  -0.55469  -4.06684  -1.27492
H  -2.88770  -4.12326  -1.81982
H  -2.92185  -2.29286  -1.96895
H  -0.33247  -1.52783  2.10521
H  -1.35453  -2.22556  0.96470
H  1.35103  -3.23845  2.03974
H  0.50872  -4.10137  0.70735
H  -1.50991  -3.99544  2.31475
H  -0.24636  -5.20150  2.58247
H  -0.47308  -2.77062  3.98402
H  0.48622  0.51781  -2.23580
H  1.43870  1.32471  -1.02933
H  3.40784  -0.06074  -1.71758
H  2.38637  -0.92679  -2.87914
H  2.25636  0.79620  -4.27372
H  2.14320  1.99559  -3.02585
H  4.29251  1.80788  -4.57337
H  4.83283  0.55968  -3.47005
H  5.71941  2.71840  -2.80521
H  4.48376  2.27153  -1.60048
H  3.90998  4.10810  -4.01996
H  2.94854  3.88333  -2.57987
H  4.28601  6.03217  -2.58024
H  5.72029  4.99455  -2.30520
H  5.07569  5.10480  -0.03875
H  3.77796  4.02384  -0.51679
H  3.73456  7.06572  -0.52112
H  2.38369  6.11049  -1.06561
H  1.60403  5.78023  1.07779
H  2.65109  7.10834  1.45006
H  3.14384  5.56634  3.08886
H  4.49079  5.33535  2.01307
H  3.10217  4.18939  2.02673
H  -1.53552  0.05344  1.05481
H  -1.87475  -0.44704  -0.51657
H  -2.01968  2.03827  0.22500
H  -0.42267  2.24916  -0.35678
H  -3.27838  0.21520  -2.11754
H  -3.59961  3.66418  -0.90536
H  -5.28663  4.27932  0.81229
H  -6.87150  2.57688  1.65602
H  -6.76333  0.25779  0.78064
H  -5.08391  -0.34308  -0.90691
H  1.70967  -0.86585  2.03585
H  0.57346  1.94659  1.57928
H  -0.15909  0.69679  2.58832
H  2.26279  2.31661  3.07187
H  0.95347  1.86969  4.12406
H  2.22998  0.66325  3.74365
C  -4.59939  -8.29907  2.72192
C  -3.83566  -7.63101  1.60695
C  -2.89945  -6.53199  2.04650
O  -2.83533  -5.71385  0.87291
C  -3.99893  -5.87522  0.20061
O  -4.34850  -5.20859  -0.71555
O  -4.71317  -6.91228  0.72456
H  -5.30768  -9.02329  2.31911
H  -3.91782  -8.81622  3.39736
H  -5.17547  -7.56759  3.29008
H  -3.30669  -8.38054  1.01029
H  -1.91114  -6.89167  2.31960
H  -3.30270  -5.93094  2.86511

no.,highest occupied orbital energy (hartree),Kohn-Sham gap (eV)
1,-0.6277,8.5
2,-0.0991,4.4
3,-0.3557,10.8
4,-0.1565,6.4